Entry 1:
Formula: C30H50BrCl16NO4
Source: OMol25
Level of theory: wB97M-V/def2-TZVPD

The geometry in XYZ format:
```
102
Properties=species:S:1:pos:R:3:forces:R:3:mulliken_charge:R:1
C -5.41477 -2.87298 0.46314 -0.39 1.18 -0.48 -0.244
C -5.19102 -2.19581 -0.99323 -2.41 -0.59 0.41 -0.465
O -4.12764 -1.21341 -1.01551 1.93 -2.10 -0.11 -0.266
C -2.85681 -1.78621 -1.24046 1.72 -1.33 -0.88 0.471
O -2.61784 -2.86034 -1.83474 -1.62 3.15 1.80 -0.644
C -1.58982 -0.93554 -0.73072 -0.56 0.38 -0.61 1.113
C -0.54331 -1.77850 0.14463 0.46 0.33 0.14 0.404
C -0.34322 -1.15208 1.63664 -1.84 -1.14 -0.25 -0.730
C -1.50539 -1.81626 2.53014 -1.80 1.35 1.13 0.536
C -2.48890 -1.01837 3.15883 1.06 -2.77 -0.87 -0.291
C -3.63077 -1.77712 3.99356 -1.35 1.52 1.26 0.125
O -4.29546 -1.16591 4.85960 2.02 -1.80 -2.69 -0.598
C -3.96521 -3.30969 3.69650 2.71 -0.75 -1.53 0.022
Br -5.75662 -4.01888 4.22909 2.49 0.98 -0.62 -0.087
C -2.97876 -4.12403 3.05421 -1.89 1.40 1.33 0.631
C -3.24714 -5.65050 2.67896 -0.12 0.71 -0.99 -0.685
C -2.52446 -5.98444 1.28958 -0.12 -0.94 -0.64 -0.857
N -2.93037 -4.99291 0.22102 0.45 -0.91 0.31 -0.369
C -1.59839 -3.41017 2.72486 2.79 -0.30 -0.40 0.106
O -0.49497 -4.02480 2.62212 -4.15 1.58 0.41 -0.640
H -6.07719 -2.14978 1.06974 1.18 -1.10 -0.74 0.353
H -6.03468 -3.82487 0.33842 1.10 1.13 0.21 0.278
H -4.42390 -3.02696 0.99659 -1.39 -0.08 -0.77 -0.335
H -5.13224 -2.99108 -1.80374 0.51 1.15 0.99 0.312
H -6.16519 -1.61192 -1.19840 1.69 -0.72 0.13 0.282
H -1.03591 -0.61003 -1.68585 -1.05 -0.37 1.34 0.103
H -1.95497 0.01428 -0.22130 0.65 -1.45 -0.66 -0.967
H 0.48976 -1.74365 -0.34446 -1.69 -0.10 0.58 -0.750
H -0.88861 -2.86366 0.16642 0.58 1.40 0.15 0.323
H 0.70555 -1.33445 2.05308 -1.74 0.12 -0.66 0.153
H -0.58704 -0.02881 1.57036 0.64 -1.66 0.33 0.510
H -2.46676 0.11740 3.06320 -0.30 -1.74 0.51 0.372
H -4.37834 -5.76231 2.48392 1.67 0.34 0.43 0.297
H -3.00614 -6.38198 3.52041 0.01 1.10 -1.14 0.315
H -1.38651 -5.98466 1.33801 -1.58 0.16 0.27 0.322
H -2.83102 -7.02907 0.90596 0.44 1.25 1.10 0.400
H -2.31644 -5.14779 -0.59830 -0.47 0.33 0.68 0.207
H -3.87619 -5.22045 -0.12229 0.57 0.21 0.37 0.252
Cl -8.29474 -5.32639 5.08260 -0.50 -0.13 0.10 -0.173
C -8.74887 -6.98925 5.53003 -0.04 -0.24 0.11 -0.444
C -7.65376 -7.98638 5.20930 -0.02 -0.02 0.21 -0.505
Cl -7.42728 -8.19515 3.45421 0.03 0.05 -0.01 -0.179
H -9.67984 -7.23600 5.01752 0.17 0.06 -0.04 0.331
H -8.94252 -6.98593 6.60436 0.10 -0.01 -0.08 0.295
H -7.91572 -8.96621 5.61265 -0.06 0.11 -0.04 0.345
H -6.69754 -7.68474 5.63986 -0.12 0.06 -0.12 0.310
Cl 1.75146 1.14531 -3.00788 -0.02 -0.08 -0.07 -0.074
C 2.04120 -0.35031 -3.93000 0.10 -0.13 -0.12 -0.553
C 1.54890 -1.57428 -3.18731 -0.09 -0.03 -0.23 -0.070
Cl 2.52379 -1.91336 -1.73485 0.21 0.02 -0.07 -0.237
H 3.10811 -0.41431 -4.15062 -0.10 0.02 0.13 0.286
H 1.50469 -0.24895 -4.87536 -0.03 -0.04 0.12 0.300
H 1.62183 -2.45445 -3.82858 0.04 0.10 0.03 0.397
H 0.50822 -1.46358 -2.87870 0.16 0.00 0.02 -0.072
Cl 0.38482 3.70034 -1.49746 -0.10 0.07 -0.01 -0.203
C 1.95764 3.90428 -0.68450 0.22 0.07 0.18 -0.426
C 2.59240 5.24508 -0.99016 -0.09 -0.13 0.37 0.006
Cl 3.11342 5.37095 -2.69187 0.03 0.02 -0.14 -0.154
H 2.60344 3.07717 -0.98461 -0.10 0.10 -0.07 0.269
H 1.77193 3.81914 0.38800 0.01 0.09 -0.09 0.301
H 3.48545 5.38074 -0.37616 -0.27 -0.17 -0.17 -0.183
H 1.90842 6.07017 -0.78445 0.02 -0.13 -0.12 0.391
Cl 2.49735 0.52060 2.21780 0.23 0.22 -0.06 -0.087
C 2.86373 0.32816 3.95024 0.06 -0.08 0.26 -0.580
C 1.65603 0.60327 4.82368 0.05 -0.18 0.03 -0.106
Cl 1.18796 2.32233 4.80138 -0.02 0.00 -0.05 -0.191
H 3.69657 0.98862 4.19604 -0.17 0.00 -0.06 0.386
H 3.19441 -0.70277 4.09086 -0.11 0.06 0.00 0.303
H 1.88444 0.35156 5.86089 0.06 0.03 -0.11 0.349
H 0.79194 0.01361 4.51195 0.09 0.11 -0.05 -0.002
Cl -3.25525 1.76047 0.67107 -0.15 0.19 0.16 0.004
C -4.16453 3.23308 0.25085 -0.14 0.26 -0.08 -0.629
C -3.26962 4.45347 0.16852 -0.07 -0.02 -0.20 -0.232
Cl -2.63731 4.93249 1.76387 0.04 -0.04 -0.01 -0.187
H -4.95678 3.36465 0.98935 0.18 -0.02 0.00 0.334
H -4.63068 3.05042 -0.71929 0.12 0.02 0.05 0.276
H -3.83752 5.30347 -0.21427 -0.03 -0.11 0.06 0.327
H -2.41964 4.28437 -0.49490 -0.06 -0.06 0.16 0.115
Cl 7.32483 4.86707 -6.71995 0.05 -0.05 -0.01 -0.193
C 5.58953 5.27018 -6.67959 -0.30 0.06 0.00 -0.425
C 4.78001 4.23657 -5.92364 -0.05 0.32 0.08 -0.186
Cl 4.70909 2.67754 -6.78439 0.02 0.01 -0.08 -0.176
H 5.24264 5.37860 -7.70831 0.10 -0.10 0.10 0.329
H 5.50169 6.24025 -6.18664 0.00 -0.13 0.04 0.298
H 3.75044 4.58179 -5.81101 0.08 0.00 -0.08 0.301
H 5.18868 4.05505 -4.92937 -0.01 -0.02 -0.19 0.035
Cl 5.21826 6.49896 0.82326 0.21 0.14 0.24 -0.228
C 5.76938 7.24153 -0.70029 0.13 0.06 -0.32 -0.308
C 7.05976 8.01614 -0.52531 0.04 -0.14 -0.10 -0.513
Cl 6.83546 9.48226 0.46214 0.00 -0.02 0.03 -0.188
H 4.96696 7.87764 -1.07705 0.10 -0.03 0.13 0.328
H 5.92054 6.42740 -1.41194 0.04 0.06 0.08 0.255
H 7.42882 8.34441 -1.49860 -0.12 -0.04 0.05 0.340
H 7.83317 7.40693 -0.05499 -0.16 0.07 0.02 0.327
Cl 5.75027 1.98274 -3.57754 0.03 -0.13 0.27 -0.113
C 7.08861 1.30323 -4.53633 0.20 -0.12 -0.17 -0.403
C 8.12103 0.61241 -3.66859 -0.10 -0.14 -0.12 -0.510
Cl 9.02851 1.76457 -2.65635 -0.02 0.01 0.03 -0.196
H 7.53089 2.11152 -5.12130 -0.06 -0.04 0.13 0.238
H 6.64726 0.58446 -5.22933 0.03 0.03 0.10 0.330
H 8.85186 0.10210 -4.29857 -0.08 0.11 -0.01 0.338
H 7.66244 -0.12729 -3.01035 0.01 0.17 -0.03 0.322
```
Forces are in eV/Å.

The value obtained for the LUMO energy is -0.9168 eV. The frontier orbital gap is 8.39 eV. As for the HOMO energy: -9.309 eV. For the total energy, the calculation gives -11465.8041 Ha.

Entry 2:
Formula: C4H13N4
Source: OMol25
Level of theory: wB97M-V/def2-TZVPD

The geometry in XYZ format:
```
21
Properties=species:S:1:pos:R:3:forces:R:3:mulliken_charge:R:1
C -0.30400 -0.04178 -1.47888 0.10 0.11 -0.08 -0.274
C -0.10537 0.01388 -2.79711 0.43 0.05 0.18 -0.121
N 0.74773 0.93152 -3.38603 -0.63 -0.10 0.17 -0.469
N -1.12208 -1.04910 -0.79568 -0.44 0.38 -0.70 -0.260
H 0.16640 0.67320 -0.81986 -0.09 -0.01 0.14 0.124
H -0.51939 -0.71879 -3.48048 -0.13 -0.01 0.03 0.300
H 0.46703 1.19121 -4.31832 0.18 0.00 -0.14 0.265
H 0.91574 1.74766 -2.81308 0.17 -0.01 -0.11 0.248
H -2.11300 -0.82333 -0.92088 0.11 -0.02 0.24 0.354
H -0.86001 -0.97695 0.34462 0.12 -0.18 0.00 0.369
H -1.00648 -1.95414 -1.24187 0.19 -0.26 0.35 0.374
C -1.07754 0.77785 1.99997 -0.29 -0.09 0.29 -1.180
N 1.60932 0.25608 2.61246 -0.06 -0.29 0.33 -0.371
C 0.81171 -0.61675 1.96916 0.30 -0.01 -0.04 0.093
N -0.40935 -0.46060 1.62513 -0.34 0.20 -0.32 -0.433
H -1.18664 0.85071 3.08502 0.21 0.10 0.04 0.400
H -2.10261 0.78005 1.63193 0.08 -0.04 -0.22 0.312
H -0.56338 1.66166 1.61678 0.04 0.07 0.03 0.409
H 1.24368 1.04198 3.12791 -0.08 -0.02 -0.13 0.224
H 2.48099 -0.11582 2.95080 0.09 0.16 0.02 0.252
H 1.30585 -1.53665 1.67618 0.06 -0.04 -0.08 0.385
```
Forces are in eV/Å.

As for the charge: +1. The energy above the lowest of the compared OMol25 structures with the same formula, charge and spin is 129.8 kJ/mol. The value obtained for the LUMO energy is -2.5409 eV. The frontier orbital gap is 9.88 eV. As for the HOMO energy: -12.417 eV. For the total energy, the calculation gives -378.9863 Ha.